Molecular formula: C27H52BBrIN4O15PS4
Method: DFT, wB97M-V/def2-TZVPD

Geometry as XYZ:
```
106
Properties=species:S:1:pos:R:3:lowdin_charge:R:1
I -2.1997 -3.8872 1.6068 0.9870
Br -5.7232 1.1563 0.6711 0.4085
S -0.1368 -0.6915 0.7649 0.6961
S 3.0692 -1.0360 6.6067 0.9565
S 0.3151 -3.6404 -5.5097 0.5765
S 4.4008 -0.0762 -6.5525 0.5840
P -3.5462 1.7226 0.7916 0.6867
O -0.0158 5.3333 -0.0094 0.0440
O 3.7186 0.6776 -7.5638 -0.2779
O -1.8712 0.5862 -2.3691 0.1644
O 2.2129 0.9391 8.4615 0.0174
O 5.9486 -0.2008 -6.9590 -0.2649
O -5.1762 -2.5192 2.4858 0.0889
O 1.7220 -3.9167 -5.5440 -0.2882
O 1.2233 -0.1811 0.8604 -0.2717
O -1.0485 0.5518 0.2475 -0.2219
O -0.5919 -4.4638 -4.7680 -0.2690
O -3.2849 2.8198 -0.4666 -0.3463
O 0.0960 -2.1137 -5.0883 -0.2629
O -4.0463 -0.2706 -1.7509 0.0095
O 4.3133 0.2803 -5.1675 -0.2813
O -0.0841 -1.8435 -0.1139 -0.2800
N 0.7042 0.4297 7.0427 -0.0065
N -0.6651 4.0965 1.7729 0.0461
N -3.1649 -1.5260 3.2513 -0.1456
N 0.1545 1.3835 7.8023 0.0396
C 2.4736 -1.0100 3.7793 -0.2444
C -4.3890 -0.0650 -3.1391 -0.1980
C 7.0136 1.7399 -5.9112 -0.0773
C 3.9834 -1.7812 -6.7200 -0.1162
C -2.4638 0.2591 0.2073 -0.4752
C -1.1630 0.2805 3.1814 -0.1452
C -4.5938 -1.6743 3.0983 -0.4920
C 0.2515 4.4301 0.7535 -0.5029
C -0.0655 1.3769 3.0838 -0.1756
C 1.1361 1.6763 8.6833 -0.1606
C 0.1320 -2.0398 3.1287 -0.1843
C 6.6863 1.0060 -7.1982 -0.2613
C 1.5811 3.6574 0.5170 0.0048
C -0.2655 -3.4975 -7.1713 -0.1202
C 1.6617 -1.7518 -3.2340 -0.0536
C -0.6285 2.6618 3.8318 -0.1612
C 1.9421 0.1232 7.3608 -0.5826
C -5.4732 -0.5966 3.8318 -0.0118
C -0.0554 3.9321 3.1155 -0.1939
C -2.8037 -2.1964 4.5000 -0.0736
C -2.3322 -1.6933 2.0877 -0.6012
C 0.2165 -1.7626 -3.6946 -0.2412
C -0.8673 -1.0775 2.4272 -0.3548
C 1.0522 -1.4523 4.2449 -0.2150
C -4.6204 1.4343 -3.5328 -0.0559
C -2.9236 -1.1556 0.7213 -0.2051
C 3.3580 -0.3769 4.9228 -0.4434
B -2.7957 0.2133 -1.4033 -0.6852
H 1.7338 -1.3857 -2.2090 0.0733
H -0.2958 2.6513 4.8987 0.1033
H 7.6141 0.7106 -7.6890 0.1205
H -1.4878 1.4532 -2.1582 0.1297
H -3.6664 -0.5942 -3.7939 0.1267
H 2.3888 4.0052 1.2059 0.0856
H 1.4704 2.5552 0.6020 0.0633
H 1.0487 3.8322 3.1096 0.1154
H 3.1336 0.7168 4.9301 0.0845
H 2.9526 -1.9000 -6.3898 0.0466
H 6.1099 2.1085 -5.4257 0.0684
H -5.9050 -1.0584 4.7429 0.0860
H -5.3688 -0.5792 -3.2911 0.1241
H -2.6034 -1.8408 -0.0970 0.0668
H -1.2480 0.0363 4.2688 0.1160
H 4.6442 -2.3703 -6.0884 0.0836
H 2.4861 -0.2653 2.9560 0.0929
H 0.3066 -2.7239 -7.6795 0.0712
H -4.8198 0.2451 4.1611 0.0807
H 0.6233 -0.6331 4.8563 0.0670
H -0.1046 -4.4590 -7.6563 0.0761
H -3.7505 -2.4679 5.0330 0.1094
H 7.6600 2.5960 -6.1109 0.0801
H -0.3891 -2.4320 -3.0792 0.1168
H 2.0938 -2.7530 -3.2634 0.0759
H 7.5114 1.0736 -5.2048 0.0847
H 2.2688 -1.1178 -3.8841 0.0682
H -4.0294 -1.1787 0.6440 0.0927
H 1.9142 3.9369 -0.5055 0.0892
H -2.2238 -3.1376 4.4397 0.0578
H -0.1987 -0.7619 -3.5866 0.1069
H -2.2697 -1.5461 5.2415 0.1017
H -6.2242 -0.1663 3.1442 0.0272
H 0.8201 -2.4440 2.3417 0.1186
H 1.2408 -2.2774 4.9762 0.1006
H -1.4089 4.7913 1.8058 0.1305
H -5.5121 1.4509 -4.2030 0.0789
H 6.1438 1.6504 -7.8939 0.1152
H -4.1427 3.2424 -0.6455 0.0400
H 0.1743 1.7187 2.0604 0.0653
H -4.8776 2.0808 -2.6691 0.0663
H 0.9530 2.4287 9.4593 0.1383
H -1.7410 2.6494 3.8316 0.1044
H -3.7495 1.8003 -4.1151 0.0820
H 4.4425 -0.4673 4.6976 0.0794
H 3.0289 -1.9039 3.4037 0.1185
H -1.3256 -3.2559 -7.1564 0.0740
H -2.1291 0.7452 2.9092 0.0719
H 0.8914 1.1423 3.5911 0.1002
H -0.3087 4.8484 3.7033 0.1223
H 4.0792 -2.0689 -7.7646 0.0785
H -0.3252 -2.9512 3.5716 0.0608
```

The value obtained for the energy above the lowest of the compared OMol25 structures with the same formula, charge and spin is 75.19 kcal per mole. As for the SMILES: CCOB(O)[C@@]1(P(O)Br)C[C@](I)(N(C)C(C)=O)[C@@](CCCCNC(C)=O)(CCCCSc2nnco2)S(=O)(=O)O1.CCOS(C)(=O)=O.CCOS(C)(=O)=O. Its electronic energy is -196963.6010 eV. As for the charge: 0. As for the strongest force on any atom: 3.45 eV/A. The calculation puts the lowest unoccupied orbital energy at -0.008 eV.


Molecular formula: C27H52BrCl16N8S
Method: DFT, wB97M-V/def2-TZVPD

Geometry as XYZ:
```
105
Properties=species:S:1:pos:R:3:lowdin_charge:R:1
Br -1.0102 4.8590 1.1187 0.7298
Cl 3.0221 7.1821 1.8271 0.5483
Cl -6.8591 3.7729 -3.7204 0.5860
Cl 0.3673 -0.5676 -3.0860 0.5129
Cl -0.8724 -5.0196 -0.1571 0.5620
Cl 7.7198 0.8907 6.1787 0.5614
Cl -2.3432 3.2171 -2.5779 0.5407
Cl 0.7986 -7.9380 -0.7135 0.5716
Cl 5.7772 -1.2436 4.3685 0.5423
Cl 5.3559 -8.7669 1.1212 0.5324
Cl -8.1980 0.6646 -3.7484 0.5427
Cl -0.9252 -1.1149 -8.3776 0.6084
Cl 3.9727 -11.6046 -0.1539 0.5383
Cl 2.4150 8.4860 -1.2547 0.5522
Cl 0.1155 -3.0959 -5.3877 0.5348
Cl -2.5020 1.6438 -7.3591 0.5403
Cl -3.6790 0.5409 -4.1338 0.5956
S 1.9637 0.7216 7.3022 0.8721
N 0.4971 -2.4696 1.1528 0.0922
N -0.7448 0.9801 4.9570 -0.0554
N 0.0417 1.4731 1.6054 -0.0243
N 0.5142 0.0367 3.2114 0.2319
N -0.2494 -0.0579 5.8063 0.0873
N 2.3816 -2.0542 2.6416 0.1037
N 2.6883 -2.4646 0.3647 0.1002
N -0.6424 1.8454 2.7341 0.2009
C 0.7364 -6.5166 -1.7906 -0.6453
C -8.1267 1.8006 -5.1227 -0.6484
C -4.0318 2.6232 -2.4461 -0.6688
C -0.9654 0.4290 -9.2611 -0.6344
C 5.9546 0.7074 6.2755 -0.6885
C 3.6782 -9.3351 1.3375 -0.6786
C -0.0818 2.2734 0.4119 -0.1635
C -3.2636 0.3416 6.5133 0.0325
C -6.8701 2.6246 -5.0927 -0.6325
C 0.7299 0.3668 1.9396 -0.2178
C 5.5133 -0.7146 6.0502 -0.6704
C 1.2297 8.2319 0.0492 -0.6737
C 1.8265 8.4448 1.4154 -0.6456
C -1.0421 -1.7588 -5.1090 -0.7023
C 1.6160 -0.3422 1.0010 -0.0380
C 0.4846 3.6810 0.6235 -0.6457
C -0.9897 1.5799 -8.2972 -0.6567
C 1.5584 3.7683 1.6913 -0.1320
C -0.3650 -0.4764 -4.7216 -0.6789
C -4.1087 1.1252 -2.5062 -0.6210
C -3.0089 1.5286 5.9020 -0.1372
C 1.7937 -1.8493 1.3309 -0.6779
C -1.6370 1.9863 5.5040 -0.1378
C 3.5881 -10.8355 1.4067 -0.6661
C 0.6814 -5.2254 -1.0255 -0.6524
C -0.3132 0.9498 3.6922 -0.2820
C 0.7410 0.2932 6.4748 -0.7235
H 2.5592 -2.0954 -0.5668 0.0754
H 1.2456 4.3578 2.5337 0.0501
H 4.2640 -11.2393 2.1547 0.0669
H 6.0393 -1.4011 6.7067 0.0730
H 2.3227 9.4073 1.4898 0.0713
H 0.8339 7.2256 -0.0544 0.0292
H 0.3869 1.8064 -0.4353 0.1245
H 2.5995 0.1074 1.0945 0.1378
H -1.5702 -1.6122 -6.0426 -0.0080
H -3.7054 0.3093 7.4931 0.0653
H 1.4847 -5.1600 -0.2958 0.0597
H 2.7450 -1.2091 3.0499 0.0491
H -1.6943 2.8345 4.8360 0.1114
H 0.7711 -4.3894 -1.7126 0.0693
H -4.4225 2.9807 -1.4959 0.0773
H -0.1729 1.5100 -7.5845 0.0617
H 0.4199 -0.2119 -5.4241 0.0633
H 1.6378 -6.5378 -2.3995 0.0788
H 2.5711 -11.1250 1.6636 0.0719
H -0.1231 -6.6314 -2.4438 0.0703
H -1.1235 2.3548 0.1504 0.0802
H -5.1284 0.8009 -2.3040 0.0683
H 1.0431 8.3993 2.1690 0.0715
H 5.6553 1.0258 7.2730 0.0674
H 3.0857 -8.9393 0.5198 0.0057
H -1.7502 -2.0789 -4.3490 0.0620
H -3.7974 2.2298 5.6819 0.0975
H -2.9974 -0.5701 6.0064 0.0601
H 0.8883 4.0429 -0.3027 0.0934
H -8.1491 1.2060 -6.0331 0.0774
H -1.8312 0.4142 -9.9158 0.0722
H -0.0710 0.4896 -9.8772 0.0790
H -0.0278 -2.4490 2.0165 0.0731
H 4.4453 -0.8007 6.2417 0.0307
H -0.8985 2.5186 -8.8388 0.0764
H -1.0990 0.3265 -4.6943 0.0043
H 3.3161 -8.9037 2.2686 0.0725
H -1.2537 2.6414 2.7824 0.1177
H 2.4205 4.2685 1.2853 0.0591
H -4.6079 3.0700 -3.2412 -0.0223
H 3.6420 -2.3155 0.6510 0.0809
H 1.2633 -0.2326 -0.0090 0.0958
H 0.6584 -3.4389 0.9291 -0.0025
H 5.5087 1.3784 5.5459 0.0629
H -3.4462 0.6527 -1.7854 0.0677
H 1.8945 2.8020 2.0406 0.0735
H -1.1891 2.3605 6.4139 0.1286
H 1.6999 -2.4235 3.2814 0.0719
H -5.9882 1.9933 -5.0115 0.0276
H -6.7879 3.2165 -6.0015 0.0799
H -9.0149 2.4240 -5.0903 0.0703
H 0.4218 8.9431 -0.1095 0.0769
```

Its electronic energy is -321991.9382 eV. As for the charge: +1. As for the strongest force on any atom: 1.95 eV/A. The calculation puts the lowest unoccupied orbital energy at -3.423 eV.


Molecular formula: C27H52F3O19
Method: DFT, wB97M-V/def2-TZVPD

Geometry as XYZ:
```
101
Properties=species:S:1:pos:R:3:lowdin_charge:R:1
F 3.5970 -1.6761 -1.7947 0.0720
F 1.8470 0.2273 3.6203 0.0185
F -2.9800 -0.0905 -1.8920 0.0400
O 3.4391 1.1571 2.0757 0.1212
O 4.4297 -0.6367 1.3183 0.0480
O -2.1298 -1.8674 2.9592 -0.1609
O -2.1834 2.0674 -1.7878 0.1304
O 4.1881 1.5288 -4.5355 0.0532
O 0.3016 -0.8791 -0.0232 -0.4394
O -2.9877 2.1837 0.2906 0.0152
O 5.3915 1.3151 1.1069 0.2051
O -3.2113 4.0232 -1.0900 0.1182
O 2.5330 -5.0897 -0.6596 -0.1087
O -7.4368 0.8805 1.9980 -0.1976
O 2.2649 0.4772 -3.8588 0.0211
O 0.1524 -6.5300 -4.3230 -0.1889
O 1.5672 4.5514 0.7075 -0.0964
O 0.3453 3.7764 -1.6917 -0.1902
O 0.4224 -4.7640 -2.3013 -0.0524
O 3.2144 6.7005 1.0543 -0.1833
O -4.0623 -0.1203 3.2112 -0.0406
O 3.9966 0.5129 -2.4499 0.1621
C -2.1782 -0.9886 4.0002 -0.1931
C 0.5483 -6.8615 -5.6259 -0.1801
C 4.4803 0.6949 1.4373 -0.6924
C 3.5675 0.8326 -3.6564 -0.5004
C -7.8794 1.9326 1.1982 -0.1548
C 3.5666 8.1063 0.8525 -0.0632
C 0.3212 -4.4284 -0.8789 -0.0724
C -0.5776 -4.7036 -2.9229 -0.4339
C -0.4808 -5.2107 -4.3792 -0.1294
C 3.7622 -5.0151 0.1309 -0.0427
C 2.4197 6.4297 2.1585 -0.2234
C -2.8266 2.8741 -0.8798 -0.4729
C -5.4963 -0.1135 3.1525 -0.1172
C -6.0057 0.6758 1.9611 -0.1845
C 3.1090 -0.4347 -1.9161 -0.3393
C -3.6290 -0.5054 4.2496 -0.4473
C 1.9158 -0.5067 -2.8464 -0.0125
C 1.9292 4.9784 2.0982 -0.0822
C 1.7409 -4.0690 -0.3333 -0.2942
C 0.6815 3.5246 -3.1114 -0.0727
C 3.1466 -1.1331 1.9670 0.0257
C 2.3609 0.2002 2.3053 -0.1882
C 1.0221 3.4098 0.6024 -0.3721
C -2.1170 0.8077 -1.3434 -0.3624
C 1.1931 2.8882 -0.7860 -0.0938
C -2.4545 0.8452 0.2141 -0.0110
C -0.9968 -2.5470 2.7010 -0.1579
H -4.1290 -1.0875 4.9496 0.1006
H -0.0122 3.6082 0.7189 0.1278
H 2.6323 -1.8687 1.4341 0.0645
H -3.5745 0.2177 5.0820 0.1291
H 1.1408 0.2090 -2.2637 0.1489
H 4.2072 -5.9428 0.0380 0.0587
H 3.7234 -4.9740 1.2398 0.1016
H 1.1814 -6.2322 -6.2691 0.0725
H 4.3301 -4.2442 -0.2156 0.0562
H 0.9833 -7.9008 -5.6105 0.0913
H -1.8526 -1.5058 5.0090 0.1537
H 0.3272 2.5193 -3.2430 0.0476
H -0.7157 -3.3797 3.3198 0.0733
H 2.0959 -3.0890 -0.4655 0.0683
H -1.5816 0.9869 0.8140 0.1108
H 1.1885 4.6959 2.7882 0.1081
H 3.5362 -1.7587 2.8463 0.1526
H 3.1324 6.4407 2.8200 0.0650
H 1.2953 6.9319 2.2079 0.1897
H -0.4179 -1.5592 0.1284 -0.1019
H -0.3647 -3.5207 -0.6516 0.1318
H -7.5414 2.9077 1.2012 0.0367
H -6.0452 -1.1795 3.1387 0.1867
H -1.2516 -5.3444 -2.4945 0.1079
H -1.1592 -3.2296 1.7580 0.1114
H 2.9318 -0.1486 -0.8336 0.1622
H -9.1031 2.0842 1.1009 0.1458
H 2.2696 3.2019 -0.7989 0.1505
H -0.2045 -1.8531 2.3993 0.0721
H 1.3802 -3.8642 0.7699 0.1398
H 4.2107 8.4846 1.7084 0.0949
H -3.2395 0.1005 0.4400 0.1355
H 0.1425 4.1577 -3.7938 0.0717
H -1.1168 0.3103 -1.4621 0.1302
H -0.4381 -6.8893 -6.3138 0.1121
H -5.4212 1.7639 1.7549 0.1944
H -5.8270 0.1744 1.1018 0.0743
H 0.9727 1.8372 -0.9087 0.0971
H -0.0451 -5.2618 -0.3229 0.1143
H 0.1534 -4.6513 -5.1252 0.1193
H -7.3969 1.6440 0.2320 0.0878
H -1.5549 -5.2627 -4.8851 0.1518
H 3.9726 8.2447 -0.0900 0.0527
H -1.5880 0.0069 3.8570 0.1530
H -0.9189 -3.7429 -2.8761 0.1102
H 2.6274 8.7338 1.0256 0.0977
H 1.5700 0.3624 1.6864 0.0821
H 1.8354 3.4309 -3.3456 0.1197
H -5.9186 0.4119 3.9769 0.1125
H 1.7543 -1.4311 -3.3215 0.1274
H 1.1870 2.7340 1.3060 0.0768
H 2.8145 4.2908 2.1542 0.1430
```

The value obtained for the energy above the lowest of the compared OMol25 structures with the same formula, charge and spin is 19.79 kcal per mole. Its electronic energy is -75880.6053 eV. As for the charge: -1. As for the strongest force on any atom: 16.51 eV/A. The calculation puts the lowest unoccupied orbital energy at 2.456 eV.